Record 1
C58H67Cl3N8O9P2STeTi | ωB97M-V with the def2-TZVPD basis set

Calculated values
Total charge ... 0
Spin multiplicity ... 1
E_tot ... -6944.675586 Ha

```
150
Properties=species:S:1:pos:R:3:mulliken_charge:R:1
Ti -0.484 -0.071 1.267 0.768
O -0.566 -3.641 3.231 0.023
C -0.929 -3.300 4.493 0.488
C -1.311 -4.337 5.339 -0.545
C -1.680 -4.078 6.646 -0.688
C -1.663 -2.777 7.127 -0.911
C -1.275 -1.742 6.294 -0.699
C -0.909 -1.981 4.976 -0.372
C -0.475 -0.873 4.069 0.490
O -1.028 -0.872 2.864 1.005
N 0.454 -0.127 4.528 -0.040
N 1.252 0.765 3.948 -0.426
C 1.018 2.009 3.821 -0.965
C -0.306 2.602 4.045 0.677
C -0.568 3.501 5.069 -0.845
C -1.868 3.862 5.384 -0.841
C -2.912 3.287 4.677 -0.984
C -2.665 2.419 3.627 -0.810
C -1.357 2.104 3.245 0.778
O -1.103 1.430 2.120 1.192
H -0.218 -2.864 2.764 -1.017
H -1.304 -5.344 4.938 0.409
H -1.969 -4.896 7.292 0.414
H -1.949 -2.573 8.150 0.412
H -1.253 -0.723 6.659 0.489
H 1.875 2.626 3.564 0.651
H 0.263 3.903 5.636 0.522
H -2.068 4.563 6.184 0.393
H -3.937 3.518 4.938 0.449
H -3.487 1.966 3.092 0.453
O 0.607 -4.478 -4.958 -0.632
N -0.024 -5.009 -4.063 1.042
O -0.471 -6.139 -4.139 -0.656
C -0.302 -4.259 -2.843 -0.328
C -1.344 -4.717 -2.098 -0.973
C -1.747 -4.058 -0.919 1.685
C -2.850 -4.513 -0.169 -0.857
C -3.202 -3.834 0.959 -2.231
C -2.452 -2.710 1.328 -0.115
N -1.441 -2.237 0.630 2.369
C -1.074 -2.892 -0.492 -1.340
C 0.018 -2.389 -1.288 -0.755
N 0.587 -1.231 -0.895 1.989
C 1.640 -0.799 -1.544 0.023
C 2.163 -1.447 -2.673 -1.274
C 1.557 -2.573 -3.138 -1.086
C 0.430 -3.086 -2.452 1.116
H -1.882 -5.591 -2.434 0.561
H -3.390 -5.389 -0.505 0.561
H -4.038 -4.143 1.570 0.650
H -2.705 -2.184 2.239 0.477
H 2.012 0.175 -1.257 -1.052
H 3.052 -1.059 -3.152 0.671
H 1.933 -3.072 -4.013 0.661
C 1.412 -5.990 2.577 -1.447
C 1.725 -4.817 1.669 0.250
O 2.015 -3.704 2.515 0.176
P 2.361 -2.240 1.959 0.390
O 1.052 -1.530 1.657 -0.553
Te 4.078 -2.351 0.337 -0.532
O 2.927 -1.614 3.308 -0.191
C 3.682 -2.335 4.288 -0.447
C 2.788 -2.676 5.465 -0.720
H 1.240 -6.896 1.996 0.428
H 0.523 -5.759 3.163 0.159
H 2.245 -6.155 3.260 0.348
H 0.867 -4.579 1.031 -0.158
H 2.590 -5.024 1.033 0.472
H 4.499 -1.676 4.587 0.427
H 4.111 -3.234 3.841 0.307
H 2.298 -1.770 5.819 0.203
H 3.375 -3.116 6.272 0.534
H 2.015 -3.376 5.149 -0.061
C -5.617 0.999 -1.483 -2.150
C -4.451 0.798 -0.518 2.697
C -4.548 1.803 0.635 -1.683
C -4.537 -0.581 0.134 -1.785
P -2.661 0.993 -1.196 -2.121
N -1.563 0.410 -0.261 0.808
C -2.636 0.168 -2.939 2.722
C -3.199 -1.246 -2.747 -1.992
C -1.171 0.021 -3.380 -1.254
C -3.431 0.854 -4.051 -2.070
C -2.417 2.885 -1.516 2.154
C -1.194 2.998 -2.443 -1.523
C -3.576 3.651 -2.157 -2.056
C -2.073 3.541 -0.165 -1.214
H -6.544 1.008 -0.904 0.518
H -5.694 0.192 -2.210 0.335
H -5.551 1.945 -2.018 0.298
H -5.362 1.525 1.308 0.823
H -4.742 2.816 0.290 0.232
H -3.612 1.778 1.190 -0.506
H -5.437 -0.643 0.752 0.635
H -3.668 -0.705 0.775 0.033
H -4.572 -1.399 -0.582 0.237
H -2.768 -1.709 -1.861 0.420
H -2.945 -1.865 -3.612 0.713
H -4.285 -1.246 -2.656 0.275
H -0.530 -0.053 -2.506 -0.505
H -0.842 0.860 -3.989 0.246
H -1.044 -0.884 -3.980 0.959
H -4.462 1.052 -3.764 0.258
H -3.442 0.189 -4.920 0.520
H -2.970 1.789 -4.366 0.302
H -1.485 2.894 -3.488 0.551
H -0.456 2.232 -2.212 -0.509
H -0.724 3.980 -2.334 0.953
H -3.903 3.206 -3.095 0.304
H -3.240 4.670 -2.370 0.494
H -4.436 3.726 -1.493 0.366
H -1.597 2.827 0.506 -0.223
H -2.962 3.922 0.332 0.481
H -1.401 4.393 -0.310 0.417
Cl 8.534 1.465 -3.257 -0.226
C 6.959 2.070 -2.892 0.155
C 6.003 1.232 -2.341 -1.284
C 4.728 1.722 -2.122 0.202
C 4.388 3.038 -2.425 -0.048
C 2.943 3.490 -2.329 -0.399
C 2.593 4.002 -0.915 -1.537
N 2.334 2.893 -0.032 0.284
C 3.251 2.180 0.704 -2.098
C 2.573 1.140 1.252 -0.677
N 1.256 1.200 0.855 2.059
C 1.153 2.273 0.098 -0.022
O 2.056 2.421 -2.604 0.648
C 1.717 2.115 -3.972 0.266
C 2.679 2.545 -5.038 -0.629
C 2.550 3.697 -5.758 0.725
Cl 1.272 4.833 -5.650 -0.200
S 3.836 3.937 -6.880 -0.206
C 4.562 2.457 -6.397 -0.267
C 3.848 1.829 -5.432 -1.069
C 5.391 3.872 -2.907 0.770
Cl 5.056 5.541 -3.233 -0.203
C 6.669 3.398 -3.158 -0.640
H 6.239 0.204 -2.103 0.554
H 3.971 1.058 -1.725 0.310
H 2.781 4.319 -3.022 0.678
H 1.698 4.624 -0.960 0.480
H 3.420 4.595 -0.528 0.460
H 4.285 2.464 0.779 0.680
H 2.922 0.414 1.954 0.569
H 0.245 2.621 -0.356 -0.558
H 0.747 2.575 -4.178 0.085
H 1.606 1.029 -3.998 0.078
H 5.477 2.136 -6.867 0.477
H 4.133 0.882 -4.999 0.384
H 7.420 4.055 -3.573 0.478
```

***

Record 2
C47H59BN9O3S3Zr | ωB97M-V with the def2-TZVPD basis set

Calculated values
Total charge ... +3
Spin multiplicity ... 1
E_tot ... -3810.754891 Ha

```
123
Properties=species:S:1:pos:R:3:mulliken_charge:R:1
Zr 2.684 -0.791 -0.230 -0.523
C -1.460 -1.973 -3.177 -1.738
C -1.794 -1.163 -1.960 0.011
C -3.038 -1.177 -1.406 -0.237
C -3.343 -0.411 -0.255 -0.336
N -2.429 0.346 0.297 -0.540
N -1.211 0.379 -0.274 0.933
B -0.286 1.417 0.368 -0.747
N 0.404 1.106 1.707 -0.404
N -0.662 1.943 1.779 0.136
C -0.975 2.622 2.846 0.421
C -0.153 2.352 3.982 -1.034
C 0.916 1.514 3.946 0.192
C 1.783 1.301 5.147 -1.938
C 1.252 0.857 2.692 1.134
S 2.621 -0.113 2.484 -0.189
C -2.112 3.613 2.869 2.297
C -2.770 3.716 1.496 -1.480
C -3.128 3.134 3.924 -1.575
C -1.539 4.981 3.279 -1.756
N 0.263 2.460 -0.592 0.764
N -0.804 3.010 -1.211 -0.340
C -0.592 4.024 -2.004 -0.141
C 0.719 4.552 -2.145 -0.479
C 1.791 3.977 -1.535 -0.079
C 3.183 4.516 -1.678 -1.670
C 1.538 2.809 -0.757 1.468
S 2.817 1.922 -0.008 -0.513
C -1.777 4.636 -2.727 2.269
C -3.035 3.796 -2.521 -1.807
C -1.998 6.047 -2.164 -1.547
C -1.450 4.712 -4.228 -1.716
C -0.826 -0.325 -1.344 1.117
S 0.769 -0.137 -1.992 -0.437
C -4.736 -0.371 0.359 1.909
C -4.645 -0.226 1.879 -1.411
C -5.451 0.857 -0.236 -1.408
C -5.525 -1.637 0.015 -2.061
H -2.202 -2.753 -3.336 0.487
H -1.443 -1.334 -4.063 0.370
H -0.468 -2.418 -3.100 0.208
H -3.809 -1.796 -1.847 0.466
H -0.390 2.863 4.906 0.468
H 1.312 1.697 6.043 0.443
H 2.008 0.244 5.290 0.394
H 2.742 1.806 5.002 0.391
H -3.116 2.745 1.136 -0.307
H -3.631 4.382 1.565 0.891
H -2.083 4.133 0.755 -0.071
H -3.469 2.117 3.728 0.248
H -2.715 3.173 4.933 0.390
H -3.997 3.792 3.900 0.492
H -0.787 5.331 2.568 0.368
H -2.351 5.710 3.295 0.479
H -1.096 4.966 4.276 0.404
H 0.867 5.438 -2.751 0.509
H 3.167 5.494 -2.154 0.465
H 3.674 4.600 -0.709 0.392
H 3.793 3.847 -2.288 0.221
H -3.329 3.761 -1.469 0.161
H -3.853 4.241 -3.089 0.536
H -2.897 2.770 -2.870 0.326
H -2.278 6.010 -1.108 0.245
H -1.109 6.674 -2.263 0.388
H -2.805 6.538 -2.709 0.481
H -1.161 3.738 -4.627 0.351
H -2.335 5.046 -4.770 0.465
H -0.652 5.425 -4.444 0.375
H -4.067 0.653 2.161 -0.069
H -5.649 -0.121 2.292 0.529
H -4.185 -1.106 2.336 0.328
H -4.971 1.783 0.086 0.135
H -5.452 0.831 -1.329 0.377
H -6.490 0.875 0.096 0.473
H -4.977 -2.548 0.275 0.393
H -6.454 -1.642 0.585 0.457
H -5.803 -1.685 -1.040 0.416
C 4.682 0.834 -2.519 -1.358
O 3.824 -0.291 -2.148 -0.053
C 3.622 -1.233 -3.185 0.774
C 3.906 -0.988 -4.511 -0.828
C 3.725 -2.018 -5.428 -0.902
C 3.289 -3.271 -5.020 -0.864
C 3.008 -3.504 -3.684 -0.675
C 3.148 -2.468 -2.781 0.348
N 2.943 -2.581 -1.377 1.584
N 2.966 -3.742 -0.874 -0.919
C 3.213 -3.877 0.464 -0.224
C 3.937 -2.905 1.192 1.046
O 4.173 -1.707 0.651 -0.920
C 4.464 -3.211 2.459 -0.698
C 4.191 -4.420 3.025 -0.821
C 3.437 -5.429 2.353 0.746
C 3.199 -6.681 2.958 -0.976
C 2.536 -7.665 2.274 -0.706
C 2.102 -7.427 0.958 -0.757
C 2.311 -6.209 0.355 -0.523
C 2.979 -5.184 1.046 0.916
H 5.563 0.427 -3.006 0.569
H 4.950 1.344 -1.605 0.528
H 4.130 1.497 -3.179 0.341
H 4.272 -0.030 -4.850 0.524
H 3.948 -1.833 -6.470 0.458
H 3.178 -4.069 -5.742 0.470
H 2.684 -4.475 -3.333 0.553
H 5.066 -2.466 2.962 0.626
H 4.573 -4.637 4.017 0.493
H 3.562 -6.859 3.964 0.480
H 2.367 -8.630 2.732 0.455
H 1.611 -8.219 0.408 0.447
H 1.990 -6.045 -0.666 0.512
C -0.368 -4.485 2.569 -0.836
N -0.082 -3.637 1.403 0.759
C -0.674 -4.049 0.128 -0.648
C 0.695 -2.603 1.514 -0.548
O 1.002 -1.848 0.537 1.068
H -0.023 -5.496 2.358 0.270
H -1.440 -4.495 2.759 0.324
H 0.157 -4.098 3.438 0.328
H -0.358 -5.068 -0.091 0.355
H -0.343 -3.380 -0.658 -0.063
H -1.760 -4.024 0.215 0.369
H 1.106 -2.397 2.503 0.350
```

***

Record 3
C17H18BCrN7O4 | ωB97M-V with the def2-TZVPD basis set

Calculated values
Total charge ... 0
Spin multiplicity ... 5
E_tot ... -2412.181474 Ha

```
48
Properties=species:S:1:pos:R:3:lowdin_spin:R:1
H -0.945 -0.480 3.390 0.003
N -1.833 -0.037 1.551 0.041
B -3.282 0.448 -0.429 0.006
N -3.137 0.212 1.118 0.016
C -3.962 0.151 2.175 0.028
Cr -0.393 0.267 0.365 3.587
H -5.026 0.313 2.042 0.002
C -3.184 -0.108 3.304 0.009
H -3.531 -0.146 4.306 0.001
C -1.867 -0.256 2.878 0.041
H -4.403 0.545 -0.744 0.000
C 2.662 -1.233 -1.940 0.005
H 3.680 -0.995 -2.379 0.000
H 2.128 -0.506 -1.210 0.006
H 1.925 -1.290 -2.780 0.000
N -2.577 -0.761 -1.091 0.013
N -2.487 1.719 -0.879 0.014
N -1.253 -1.171 -0.918 0.010
N -1.124 1.747 -0.595 0.032
C -3.211 -1.575 -1.930 0.015
C -2.810 2.834 -1.555 0.025
H -4.271 -1.319 -2.107 0.001
H -3.832 3.026 -1.869 0.002
C -2.297 -2.546 -2.354 0.003
C -1.656 3.606 -1.682 0.007
C -1.078 -2.233 -1.726 0.012
C -0.613 2.889 -1.107 0.034
H -2.541 -3.351 -3.014 0.000
H -1.622 4.583 -2.101 0.000
H -0.123 -2.693 -1.833 0.000
H 0.439 3.129 -1.070 0.002
H 2.909 -2.279 -1.598 0.000
O 2.425 2.580 0.351 0.013
C 2.297 1.525 0.994 0.014
O 1.213 0.855 1.317 0.053
C 3.524 0.820 1.559 -0.001
C 3.443 -0.462 2.160 0.001
C 4.574 -1.107 2.584 0.000
C 5.819 -0.489 2.371 0.001
C 5.923 0.790 1.781 0.000
C 4.768 1.429 1.340 0.001
N 7.004 -1.200 2.741 0.000
O 6.794 -2.339 3.223 0.000
O 8.144 -0.719 2.596 0.000
H 2.482 -0.935 2.289 0.000
H 4.562 -2.095 3.005 0.000
H 6.887 1.288 1.648 0.000
H 4.795 2.399 0.825 0.000
```

***

Record 4
C4H14N3 | ωB97M-V with the def2-TZVPD basis set

Calculated values
Total charge ... +1
Spin multiplicity ... 3
E_tot ... -324.592220 Ha

```
21
Properties=species:S:1:pos:R:3:lowdin_spin:R:1
C 1.822 -1.593 -0.111 0.000
C 1.551 1.972 -0.007 0.001
C 1.746 -0.277 0.615 0.003
C -3.022 0.168 -0.169 0.602
N -3.944 -0.668 0.255 0.487
N -1.764 0.049 -0.399 0.812
N 1.062 0.640 -0.353 0.007
H 2.229 -2.351 0.599 0.000
H 0.858 -1.906 -0.571 0.000
H 2.562 -1.525 -0.965 0.000
H 0.734 2.718 0.090 0.000
H 2.190 1.724 0.854 0.000
H 2.363 2.327 -0.758 0.000
H 2.821 0.001 1.011 0.000
H 1.135 -0.391 1.609 0.002
H -3.479 1.245 -0.286 0.018
H -4.822 -0.379 0.409 0.013
H -3.815 -1.645 0.145 0.018
H -1.488 -0.933 -0.286 0.026
H -0.037 0.452 -0.273 0.009
H 1.296 0.374 -1.410 0.001
```

***

Record 5
C36H45Cl2N5O2OsPS | ωB97M-V with the def2-TZVPD basis set

Calculated values
Total charge ... +3
Spin multiplicity ... 5
E_tot ... -3572.684163 Ha

```
93
Properties=species:S:1:pos:R:3:lowdin_spin:R:1
Os -1.850 0.096 -2.075 2.975
N -4.910 -0.423 -2.272 0.026
P -3.830 -0.711 -0.991 0.092
C -3.970 -2.425 -0.498 0.001
C -2.937 -3.304 -0.825 0.005
C -3.059 -4.653 -0.527 0.000
C -4.210 -5.123 0.087 0.001
C -5.245 -4.250 0.411 0.000
C -5.129 -2.903 0.122 0.000
C -4.414 0.325 0.356 0.041
C -4.869 1.614 0.067 0.023
C -5.222 2.467 1.098 -0.001
C -5.102 2.049 2.418 0.029
C -4.629 0.777 2.709 0.004
C -4.278 -0.088 1.683 0.016
C -4.451 -0.327 -3.568 0.018
C -5.348 -0.391 -4.637 -0.002
C -4.871 -0.301 -5.922 0.015
C -3.497 -0.156 -6.135 0.004
C -2.674 -0.097 -5.046 0.010
N -3.124 -0.159 -3.766 0.031
H -5.901 -0.599 -2.171 0.002
H -2.046 -2.935 -1.321 0.004
H -2.261 -5.337 -0.782 0.000
H -4.306 -6.176 0.315 0.000
H -6.140 -4.625 0.888 0.000
H -5.934 -2.225 0.383 0.000
H -4.965 1.938 -0.963 0.000
H -5.602 3.455 0.875 0.000
H -5.385 2.717 3.222 0.001
H -4.545 0.450 3.737 0.000
H -3.920 -1.082 1.915 0.001
H -6.402 -0.525 -4.437 0.000
H -5.555 -0.355 -6.758 0.001
H -3.081 -0.106 -7.130 0.000
H -1.607 -0.008 -5.167 0.001
Cl -0.108 -1.952 -3.420 0.105
C -0.053 -0.167 -3.170 0.159
H 0.031 0.293 -4.153 0.021
H 0.863 0.043 -2.618 0.020
C 5.251 0.928 0.896 0.000
C 3.770 0.750 1.249 0.000
C 2.957 1.620 0.274 0.000
C 3.536 1.282 2.667 0.000
C 3.389 -0.762 1.141 0.002
O 3.250 -1.159 -0.227 0.000
C 4.425 -1.742 1.750 0.000
C 4.691 -1.770 3.272 0.000
C 5.863 -1.026 3.817 0.000
C 7.143 -1.147 3.207 0.000
C 8.242 -0.567 3.760 0.000
C 8.103 0.175 4.967 0.000
Cl 9.438 0.881 5.659 0.000
C 6.831 0.311 5.592 0.000
C 5.746 -0.280 5.021 0.000
C 2.027 -1.138 1.749 0.002
N 0.874 -0.558 1.072 0.021
C 0.449 -0.750 -0.167 0.022
N -0.649 -0.015 -0.354 0.060
C -0.855 0.606 0.850 0.021
N 0.055 0.298 1.730 0.010
H 5.486 1.991 0.834 0.000
H 5.511 0.493 -0.074 0.000
H 5.912 0.498 1.650 0.000
H 3.351 2.637 0.304 0.000
H 1.905 1.682 0.548 0.000
H 3.038 1.262 -0.752 0.000
H 3.925 2.298 2.744 0.000
H 4.050 0.685 3.423 0.000
H 2.476 1.321 2.922 0.000
H 4.085 -1.038 -0.696 0.000
H 5.366 -1.622 1.212 0.000
H 4.055 -2.729 1.470 0.000
H 4.933 -2.817 3.511 0.000
H 3.796 -1.539 3.850 0.000
H 7.244 -1.732 2.302 0.000
H 9.225 -0.663 3.318 0.000
H 6.759 0.877 6.510 0.000
H 4.773 -0.193 5.488 0.000
H 1.940 -0.827 2.785 0.000
H 1.925 -2.223 1.700 0.001
H 0.919 -1.402 -0.884 0.001
H -1.679 1.272 1.049 0.001
C -0.988 4.666 -2.445 0.007
S -1.405 3.234 -3.422 0.021
C -2.766 3.910 -4.360 0.006
O -2.084 2.280 -2.420 0.220
H -0.595 5.430 -3.116 0.001
H -0.213 4.366 -1.742 0.000
H -1.872 5.022 -1.919 0.000
H -2.383 4.702 -5.003 0.001
H -3.520 4.292 -3.674 0.000
H -3.171 3.107 -4.974 0.000
```

***

Record 6
C20H21N3O3 | ωB97M-V with the def2-TZVPD basis set

Calculated values
Structure (SMILES) ... N[C@@H](Cc1c[nH]c2ccccc12)C(=O)N[C@@H](Cc1ccccc1)C(=O)O
Total charge ... 0
Spin multiplicity ... 1
E_tot ... -1164.591255 Ha

```
47
Properties=species:S:1:pos:R:3:nbo_charge:R:1
C -0.332 -0.073 -0.491 -0.131
C 0.879 -0.803 -0.920 0.674
C -1.580 0.081 -1.523 -0.423
C -2.834 -0.605 -1.139 -0.089
C -3.255 -1.810 -1.502 -0.020
C -3.872 -0.077 -0.280 -0.091
C -4.750 -1.133 0.061 0.146
C -3.820 1.008 0.508 -0.209
C -5.693 -0.998 1.050 -0.250
C -4.849 1.269 1.422 -0.240
C -5.892 0.260 1.616 -0.210
C 3.082 -1.888 -0.239 -0.127
C 3.742 -3.117 0.523 0.802
C 3.993 -0.636 0.282 -0.439
C 3.694 0.871 0.121 -0.005
C 3.221 1.457 -1.125 -0.196
C 3.659 1.712 1.250 -0.225
C 2.641 2.712 -1.202 -0.240
C 3.038 2.957 1.205 -0.198
C 2.499 3.532 -0.037 -0.203
H 0.566 1.521 -0.939 0.355
H -0.576 1.823 0.061 0.352
H -0.623 -0.500 0.442 0.192
H -1.775 1.212 -1.763 0.210
H -1.236 -0.432 -2.374 0.246
H -2.817 -2.403 -2.245 0.212
H -4.758 -3.061 -0.648 0.401
H -3.307 1.822 0.002 0.207
H -6.189 -1.943 1.230 0.208
H -4.706 2.146 2.065 0.219
H -6.842 0.190 2.241 0.229
H 1.449 -1.273 1.030 0.418
H 3.084 -1.908 -1.268 0.252
H 4.029 -0.626 1.355 0.221
H 5.000 -0.696 -0.084 0.229
H 3.625 1.028 -2.105 0.228
H 4.111 1.456 2.230 0.212
H 2.052 2.954 -2.050 0.212
H 2.967 3.459 2.152 0.209
H 2.057 4.498 -0.096 0.214
H 3.733 -3.962 2.103 0.489
N 0.231 1.190 -0.022 -0.787
N -4.421 -2.143 -0.778 -0.529
N 1.660 -1.428 -0.024 -0.596
O 1.207 -0.641 -2.172 -0.680
O 4.550 -3.885 0.190 -0.538
O 3.359 -3.113 1.890 -0.712
```